[1]
Molecular formula: H36O18
Method: DFT, ωB97M-V/def2-TZVPD

```
! RIJCOSX wB97M-V def2-TZVPD def2/J DEFGRID3
* xyz 0 1
O 2.373 -0.035 -2.027
H 2.718 -0.528 -2.776
H 1.856 0.610 -2.456
O 3.041 -2.837 -1.109
H 3.660 -2.324 -1.649
H 2.913 -2.307 -0.292
O 0.428 -3.238 1.390
H 0.582 -2.923 0.469
H -0.245 -3.943 1.232
O -1.595 -0.587 -2.935
H -2.092 -0.874 -2.198
H -1.628 -1.294 -3.615
O -2.355 -2.991 -1.384
H -1.822 -2.430 -0.836
H -1.764 -3.688 -1.665
O 2.666 -1.402 0.993
H 3.073 -0.515 0.952
H 3.216 -2.052 1.448
O -2.266 2.946 -0.513
H -1.420 3.192 -0.875
H -2.001 2.730 0.378
O 0.179 0.394 0.252
H 0.732 -0.342 0.190
H -0.718 0.120 0.197
O -3.472 0.455 -0.766
H -3.170 1.403 -0.844
H -3.299 0.352 0.157
O -0.209 1.696 -2.600
H -0.238 1.756 -3.520
H -0.632 0.834 -2.475
O 2.873 1.308 0.558
H 3.414 2.002 0.178
H 2.023 1.466 0.120
O -0.674 2.983 1.937
H -0.581 3.731 2.523
H 0.033 2.348 2.186
O 0.539 -2.196 -1.508
H 0.314 -1.907 -2.375
H 1.492 -2.328 -1.545
O 1.279 1.348 2.734
H 1.999 1.738 2.173
H 1.666 0.697 3.270
O 0.753 3.157 -0.526
H 0.254 2.865 0.296
H 0.324 2.663 -1.227
O 0.138 -1.039 2.960
H 0.324 -0.283 2.396
H 0.444 -1.735 2.348
O -3.004 1.183 2.163
H -2.137 1.577 2.336
H -3.579 1.964 1.966
O -2.072 -1.253 0.935
H -2.880 -1.075 1.370
H -1.455 -1.395 1.608
*
```

For the HOMO-LUMO gap, the calculation gives 0.3771 Ha.


[2]
Molecular formula: H36O22V2
Method: DFT, ωB97M-V/def2-TZVPD

```
! RIJCOSX wB97M-V def2-TZVPD def2/J DEFGRID3
* xyz 2 1
O -2.039 0.623 -0.953
V -0.790 -0.092 -1.705
O -0.953 -1.578 -1.124
O 0.590 0.038 -0.549
V 1.810 -0.417 0.399
O 1.389 0.402 1.750
O -0.467 2.723 0.597
H -1.214 3.341 0.586
H 0.034 2.932 1.402
O -4.610 0.886 -2.238
H -4.776 0.949 -3.183
H -4.257 0.000 -2.045
O -3.537 1.742 0.492
H -3.680 2.680 0.294
H -2.917 1.419 -0.177
O -1.989 -0.262 -3.404
H -2.673 -0.888 -3.485
H -2.394 0.488 -3.796
O -1.810 -3.532 0.077
H -1.533 -3.352 1.003
H -1.509 -2.769 -0.415
O 3.866 1.990 2.640
H 4.613 2.535 2.737
H 3.128 2.440 3.001
O -4.031 -1.461 -1.130
H -3.654 -2.123 -1.726
H -4.938 -1.764 -1.017
O 0.946 -2.303 0.663
H 0.083 -2.267 1.195
H 1.482 -2.992 1.113
O 0.956 -1.417 3.788
H 1.880 -1.136 3.621
H 0.393 -0.714 3.451
O -1.028 -0.169 1.340
H -0.493 0.543 1.567
H -1.670 -0.317 2.039
O 3.442 -1.183 1.453
H 3.768 -0.904 2.329
H 3.421 -2.144 1.597
O 0.450 -3.749 -2.607
H 1.342 -3.525 -2.961
H 0.199 -2.997 -2.079
O 2.660 -1.330 -1.333
H 2.508 -2.273 -1.266
H 2.898 -1.129 -2.227
O -0.217 1.756 -2.414
H 0.267 2.042 -3.200
H -0.759 2.477 -2.122
O -0.175 1.246 3.770
H 0.546 1.374 3.118
H -0.958 1.655 3.341
O 2.725 1.514 -0.046
H 3.000 1.791 0.823
H 2.924 2.231 -0.598
O 0.673 -1.099 -3.138
H 0.640 -1.593 -3.969
H 1.337 -0.435 -3.232
O 1.449 3.125 2.520
H 1.587 3.272 3.457
H 2.042 3.692 2.004
*
```

For the HOMO-LUMO gap, the calculation gives 0.2213 Ha.


[3]
Molecular formula: H38O19
Method: DFT, ωB97M-V/def2-TZVPD

```
! RIJCOSX wB97M-V def2-TZVPD def2/J DEFGRID3
* xyz 0 1
O 0.217 1.497 -14.013
H -0.314 1.076 -13.337
H 1.094 1.546 -13.633
O 6.107 4.244 -13.160
H 6.578 3.503 -13.542
H 5.302 3.862 -12.811
O -1.347 0.235 -11.944
H -1.014 -0.556 -11.519
H -2.265 0.038 -12.131
O 2.267 1.529 -12.150
H 2.955 0.898 -11.935
H 2.728 2.361 -12.252
O -0.119 0.334 -16.548
H -0.005 0.751 -15.694
H -0.241 1.062 -17.157
O 0.874 -2.317 -12.097
H 0.494 -1.906 -12.874
H 1.614 -2.823 -12.430
O 3.218 4.603 -16.665
H 3.001 4.606 -15.732
H 2.498 5.079 -17.079
O -0.527 2.522 -18.402
H 0.103 1.866 -18.701
H -0.711 3.049 -19.180
O -1.028 5.142 -17.465
H -0.094 5.348 -17.511
H -1.060 4.188 -17.400
O 2.203 -0.664 -17.942
H 2.151 -0.006 -18.634
H 1.448 -0.484 -17.382
O -1.090 -3.659 -10.649
H -0.728 -3.699 -9.764
H -0.428 -3.189 -11.158
O -2.650 -0.714 -17.297
H -1.709 -0.737 -17.470
H -2.963 0.055 -17.772
O 2.418 4.343 -11.068
H 1.644 4.071 -10.575
H 3.099 4.452 -10.405
O 2.998 5.226 -14.051
H 3.506 5.968 -13.723
H 2.484 4.935 -13.298
O -0.546 3.234 -10.459
H -1.489 3.350 -10.347
H -0.419 3.200 -11.407
O 0.405 -1.897 -15.101
H 0.125 -1.141 -15.617
H -0.175 -2.605 -15.379
O -4.195 0.332 -12.669
H -4.716 0.190 -11.879
H -4.527 1.154 -13.031
O 1.333 -0.345 -10.126
H 1.479 -1.244 -10.419
H 0.661 -0.006 -10.717
O -4.010 -1.227 -14.955
H -4.063 -0.604 -14.231
H -3.540 -0.756 -15.644
*
```

For the HOMO-LUMO gap, the calculation gives 0.3745 Ha.


[4]
Molecular formula: H38O19
Method: DFT, ωB97M-V/def2-TZVPD

```
! RIJCOSX wB97M-V def2-TZVPD def2/J DEFGRID3
* xyz 0 1
O 0.592 3.172 -2.140
H 0.042 2.402 -2.213
H 0.679 3.527 -3.061
O -4.096 -1.740 -0.031
H -4.251 -2.356 -0.727
H -4.428 -0.867 -0.155
O -2.895 -3.584 2.295
H -3.071 -4.207 1.596
H -2.205 -4.128 2.696
O -0.138 0.899 2.685
H -0.938 0.377 2.890
H 0.125 1.317 3.517
O 3.027 1.305 3.081
H 2.131 1.062 2.832
H 3.637 0.594 3.247
O 4.509 -0.146 -0.537
H 5.081 0.570 -0.174
H 3.680 0.300 -0.723
O -2.151 -0.830 -3.748
H -2.279 -0.199 -4.476
H -2.452 -1.646 -4.140
O -2.723 4.259 -1.173
H -3.367 3.565 -0.952
H -1.976 4.001 -0.641
O 3.808 2.473 0.827
H 3.444 1.630 0.562
H 3.868 2.258 1.791
O 0.074 3.562 2.491
H 1.027 3.649 2.723
H 0.188 4.381 1.965
O -4.338 -0.747 -2.424
H -3.967 -0.149 -3.060
H -4.034 -1.589 -2.755
O -3.231 -0.621 3.002
H -3.728 -0.961 3.735
H -3.513 -1.275 2.326
O -0.468 -3.050 -1.712
H -0.158 -3.412 -2.588
H -0.359 -2.079 -1.641
O 0.738 -0.829 -1.613
H 0.715 -1.301 -2.473
H 0.647 0.132 -1.746
O 4.017 2.234 -1.872
H 3.478 1.749 -2.479
H 3.669 2.568 -1.074
O -0.891 -3.241 0.908
H -1.025 -3.080 -0.104
H -1.431 -2.481 1.139
O 1.560 -3.425 -0.050
H 1.673 -3.808 0.843
H 0.584 -3.561 -0.336
O 2.044 -0.819 0.486
H 2.257 -1.742 0.364
H 1.136 -0.786 0.805
O 1.090 1.509 -0.247
H 0.800 0.676 0.187
H 0.584 2.262 0.116
*
```

For the HOMO-LUMO gap, the calculation gives 0.3302 Ha.


[5]
Molecular formula: H38O19
Method: DFT, ωB97M-V/def2-TZVPD

```
! RIJCOSX wB97M-V def2-TZVPD def2/J DEFGRID3
* xyz 0 1
O 2.132 3.783 -0.323
H 2.592 4.425 -0.829
H 2.428 3.241 0.400
O 2.233 3.348 3.013
H 1.754 2.956 3.739
H 1.464 3.607 2.490
O -1.483 -1.103 0.106
H -1.469 -0.441 -0.612
H -1.211 -1.892 -0.373
O -1.747 0.263 3.548
H -1.846 0.578 2.646
H -0.854 0.452 3.807
O -0.654 0.943 -1.443
H -1.325 1.289 -0.849
H 0.127 1.474 -1.400
O 4.600 0.664 1.388
H 4.314 1.458 1.892
H 3.940 0.032 1.690
O 0.955 -4.979 -0.010
H 0.648 -4.460 0.750
H 0.123 -5.019 -0.500
O 0.376 -0.413 2.105
H -0.592 -0.621 2.288
H 0.377 -0.526 1.156
O -1.885 -0.788 -3.475
H -0.939 -0.711 -3.319
H -1.897 -1.699 -3.860
O -0.119 3.157 0.872
H -0.700 3.822 0.440
H 0.384 3.188 0.010
O 0.664 -0.336 -3.953
H 1.120 0.111 -4.659
H 0.821 -1.278 -4.084
O -0.205 -3.931 -2.034
H 0.724 -3.780 -1.636
H 0.163 -4.434 -2.766
O 2.095 -2.176 3.683
H 1.989 -1.217 3.714
H 1.303 -2.705 3.842
O 2.961 -0.175 -2.217
H 2.878 -1.149 -2.236
H 3.527 -0.065 -1.410
O -0.712 3.050 3.507
H -1.589 2.713 3.232
H -0.414 3.055 2.592
O -2.773 -2.408 2.453
H -2.841 -2.190 3.382
H -1.920 -1.978 2.440
O -0.158 3.414 -2.705
H -0.776 2.753 -2.977
H 0.704 3.237 -3.091
O -3.201 0.830 -1.491
H -2.587 0.715 -2.169
H -3.746 0.068 -1.353
O -3.477 -2.750 -2.048
H -3.384 -3.398 -1.346
H -2.893 -2.004 -2.019
*
```

For the HOMO-LUMO gap, the calculation gives 0.3871 Ha.


[6]
Molecular formula: H39O20
Method: DFT, ωB97M-V/def2-TZVPD

```
! RIJCOSX wB97M-V def2-TZVPD def2/J DEFGRID3
* xyz -1 1
O -0.645 0.162 -2.002
H 0.975 3.983 -1.082
O -2.080 1.071 1.615
H -2.458 1.957 1.538
H -1.475 0.999 0.854
O -1.071 -2.557 3.105
H 2.763 -0.775 -2.880
H -1.508 -1.916 2.532
O -3.456 3.693 1.411
H -4.078 3.763 0.685
H 2.182 -0.666 2.839
O 2.988 -1.121 2.540
H 0.090 0.036 -2.591
H -0.327 -2.043 3.453
O -4.214 -3.455 2.555
H -0.415 0.244 -0.973
H -3.717 4.171 2.198
O 2.112 1.463 -4.410
H 2.345 1.269 -3.479
H 2.070 0.514 -4.609
O -1.727 -2.075 -3.735
H -3.697 -3.898 1.875
H 0.845 -1.400 -5.485
O 4.091 -2.564 0.235
H 3.409 -2.909 0.837
H 4.849 -2.919 0.714
O 1.411 -2.546 1.191
H 0.447 -2.576 1.182
H 1.690 -2.405 2.106
O 0.240 0.211 0.309
H -3.311 0.488 3.676
H 0.536 -0.711 0.316
O 1.421 3.248 -1.483
H -1.455 3.035 0.018
H -3.608 -2.823 2.955
O -3.233 0.380 4.629
H -2.447 -0.175 4.683
H -2.106 -1.214 -3.918
O 2.294 -0.370 -2.146
H -1.162 -1.720 -3.015
H 1.453 -0.802 -1.995
O 1.765 1.687 2.515
H 1.684 1.508 1.579
H 1.073 1.175 2.996
O 0.375 -0.340 2.830
H -0.450 0.168 2.694
H 3.093 -0.821 1.629
O -0.919 3.651 -0.472
H 0.432 -0.577 1.847
H -0.671 3.569 -1.379
O 0.924 -1.897 -4.675
H -0.032 -2.051 -4.513
H 1.137 2.374 -1.234
O 3.964 1.003 -0.439
H 3.186 1.232 0.073
H 3.607 0.247 -0.926
O -3.467 0.735 -2.913
H -2.893 0.619 -3.673
H -2.830 0.669 -2.186
*
```

For the HOMO-LUMO gap, the calculation gives 0.3409 Ha.


[7]
Molecular formula: H3IN2
Method: DFT, ωB97M-V/def2-TZVPD

```
! RIJCOSX wB97M-V def2-TZVPD def2/J DEFGRID3
* xyz 0 1
N -0.228 0.544 -0.573
N 0.659 -0.113 0.059
I 0.119 -2.065 1.056
H -0.214 0.595 -1.583
H -1.133 0.530 -0.122
H 0.798 0.508 1.164
*
```

For the HOMO-LUMO gap, the calculation gives 0.3117 Ha.


[8]
Molecular formula: H3INO2P
Method: DFT, ωB97M-V/def2-TZVPD

```
! RIJCOSX wB97M-V def2-TZVPD def2/J DEFGRID3
* xyz 0 1
O -0.128 -1.238 1.151
P -0.795 -0.011 0.320
O -0.115 1.296 1.070
N 0.167 0.178 -1.078
I -0.590 -1.236 -3.086
H 0.733 -0.959 1.506
H -0.157 1.307 2.043
H 0.131 1.146 -1.526
*
```

For the HOMO-LUMO gap (spin up / spin down), the calculation gives 0.2509 / 0.2471 Ha.


DFT total energy (eV)
-37441.3675 -96989.3482 -39520.4918 -39516.7044 -39517.8070 -41584.8255 -11126.6110 -23022.5739
ΔE to the lowest compared entry with this formula, charge and spin (kcal per mole)
26.37 69.61 55.51 142.85 117.43 91.71 24.91 22.98
Maximum force (hartree/bohr)
0.056 0.140 0.029 0.067 0.063 0.051 0.148 0.049